140
Properties=species:S:1:pos:R:3:forces:R:3 method="wB97M-V/def2-TZVPD" lumo_ev=-0.1 homo_lumo_gap_ev=8.12 e_tot_ha=-2406.43932 charge=0 multiplicity=1
C -0.550635 4.749683 0.367005 -0.441 -0.386 -0.262
C -1.631696 3.872909 1.040439 0.096 -0.152 -0.232
C -0.997827 2.849320 1.955074 -0.075 0.189 0.458
O -0.260380 3.138701 2.859350 0.129 -0.080 -0.265
O -1.337259 1.560663 1.674771 0.045 0.185 -0.432
C -0.256672 0.749855 1.190557 0.029 0.136 0.245
C -0.025333 1.015488 -0.300379 -0.157 -0.016 0.223
C 0.748640 -0.115083 -0.972730 0.643 -0.065 0.141
N 1.203734 0.294084 -2.344683 -1.170 0.726 -0.349
C 1.671805 1.648311 -2.637073 0.211 0.024 -0.065
C 3.082188 1.814678 -2.126854 -0.014 0.056 0.100
C 4.133251 1.191152 -2.788399 0.044 -0.057 0.060
C 5.421422 1.305835 -2.293722 -0.142 -0.061 -0.054
C 5.657914 2.041641 -1.140211 0.057 -0.030 0.026
C 4.621776 2.673601 -0.465562 -0.066 0.057 0.025
C 4.863050 3.447614 0.802680 -0.050 -0.279 -0.117
C 3.331518 2.550912 -0.977071 -0.043 -0.079 -0.185
C 0.607548 -0.513137 -3.214857 0.060 -0.508 0.208
N 0.236091 -0.188017 -4.429122 0.482 0.269 0.163
F -0.288293 -1.130393 -5.224467 0.127 -0.057 -0.189
N 0.431644 -1.795864 -2.719170 0.576 0.527 0.391
C 1.769944 -2.448572 -2.813143 -0.010 -0.225 -0.199
C -0.003197 -1.453114 -1.316608 -0.693 -0.386 -0.048
C 0.181135 -2.665205 -0.390421 0.261 0.253 0.433
C 1.282687 -2.581556 0.666270 0.301 -0.179 -0.039
C 1.289517 -3.807678 1.591661 -0.402 0.095 -0.038
O 1.032392 -3.437657 2.944767 0.153 -0.172 -0.012
C -1.585790 -1.190497 -1.412566 -0.048 0.245 0.562
O -2.083856 -1.353918 -2.530387 -0.072 0.311 -0.255
O -2.102401 -0.859913 -0.324968 0.305 -0.309 -0.426
H 0.415508 4.251433 0.436157 0.156 0.271 0.086
H -0.802884 4.821403 -0.692177 0.098 0.194 -0.015
H -0.505643 5.756714 0.769142 0.197 -0.040 0.160
H -2.177480 3.334438 0.269084 -0.199 0.003 0.114
H -2.335752 4.478443 1.609197 -0.016 0.005 0.036
H -0.552390 -0.274389 1.369670 -0.061 -0.071 0.000
H 0.633580 1.020983 1.766194 0.076 -0.267 0.043
H -0.987271 1.205961 -0.772799 -0.047 -0.127 -0.085
H 0.580629 1.924165 -0.355527 -0.049 0.003 -0.051
H 1.654305 -0.228263 -0.367676 0.038 -0.426 -0.117
H 1.660835 1.808460 -3.716393 0.020 -0.082 -0.023
H 1.021855 2.398693 -2.194184 -0.138 -0.015 -0.048
H 3.940413 0.605898 -3.680458 0.015 0.012 -0.034
H 6.232646 0.809791 -2.809087 0.074 0.043 0.032
H 6.664520 2.118316 -0.750156 0.047 0.023 -0.010
H 4.521327 2.859853 1.656653 -0.010 0.075 0.062
H 4.306475 4.382415 0.793158 0.047 0.079 0.067
H 5.923338 3.646955 0.938151 0.013 0.109 0.024
H 2.497252 3.032637 -0.478160 0.070 0.072 0.086
H 0.290293 0.730072 -4.837968 -0.182 -0.068 -0.227
H 2.389556 -1.975069 -3.578125 -0.102 0.014 -0.074
H 2.322516 -2.375598 -1.878534 0.013 -0.004 0.057
H 1.655173 -3.490574 -3.099452 -0.064 -0.065 0.116
H 0.348938 -3.559083 -0.993868 -0.078 0.028 -0.128
H -0.764254 -2.812130 0.131263 -0.033 0.014 0.007
H 1.157474 -1.713536 1.315056 -0.065 0.034 -0.039
H 2.269755 -2.475709 0.204411 0.006 0.037 -0.036
H 0.524392 -4.516348 1.258205 0.053 -0.062 -0.035
H 2.242176 -4.332564 1.560413 0.104 0.081 0.110
H 0.097992 -3.570354 3.119194 -0.041 0.076 0.060
C -3.368136 -1.019656 -5.626982 -0.063 0.074 -0.022
C -4.702007 -0.590511 -5.023910 0.038 0.006 -0.013
C -5.354497 -1.688294 -4.186839 -0.048 -0.012 0.047
C -5.716001 -2.955851 -4.962783 0.023 0.006 -0.009
C -6.651600 -2.743220 -6.152321 -0.052 -0.041 0.038
C -8.015491 -2.182024 -5.761336 0.035 0.011 -0.073
H -3.485113 -1.854845 -6.321138 -0.016 0.010 -0.017
H -2.912899 -0.195723 -6.185138 0.018 -0.023 0.004
H -2.689150 -1.325117 -4.832461 -0.018 -0.023 0.027
H -5.379477 -0.252678 -5.815381 -0.029 -0.021 0.015
H -4.534893 0.274423 -4.376622 0.016 -0.008 0.003
H -6.251524 -1.284073 -3.708227 -0.005 -0.014 -0.008
H -4.671506 -1.954495 -3.375995 0.029 0.040 -0.006
H -6.180797 -3.664280 -4.269483 -0.013 -0.008 -0.007
H -4.800740 -3.440254 -5.314071 0.006 0.002 0.007
H -6.795302 -3.702474 -6.657787 0.008 0.010 -0.023
H -6.181665 -2.081650 -6.885602 0.021 -0.001 0.004
H -8.519935 -2.845763 -5.055866 0.003 0.017 0.029
H -8.659621 -2.072678 -6.635473 -0.014 -0.006 0.009
H -7.927502 -1.200181 -5.294334 0.000 -0.003 0.016
C 4.146530 -5.356692 -1.976237 -0.099 -0.056 0.014
C 3.735902 -5.950639 -0.632676 -0.002 0.092 -0.015
C 4.627775 -5.511772 0.527189 -0.007 -0.016 0.022
C 6.093803 -5.929921 0.403678 0.011 0.021 -0.031
C 6.320737 -7.433774 0.258075 0.019 -0.011 0.077
C 5.829801 -8.241888 1.455607 0.007 -0.017 -0.075
H 5.146684 -5.671033 -2.276459 0.016 0.013 0.018
H 3.456169 -5.671271 -2.760726 0.015 0.033 -0.031
H 4.132867 -4.264286 -1.931268 0.056 0.003 -0.023
H 3.716226 -7.040919 -0.704882 0.006 -0.009 0.026
H 2.708816 -5.645483 -0.412514 -0.027 -0.032 -0.007
H 4.213576 -5.902263 1.460824 0.013 -0.002 0.006
H 4.584685 -4.420266 0.614810 -0.008 0.002 -0.007
H 6.630487 -5.574314 1.288541 0.005 -0.010 0.007
H 6.550090 -5.417598 -0.448140 -0.011 0.006 -0.002
H 7.391291 -7.609455 0.125736 -0.002 -0.010 -0.023
H 5.839269 -7.800477 -0.652686 0.004 0.015 -0.015
H 6.326088 -7.917644 2.372506 -0.023 0.016 0.015
H 6.038766 -9.303715 1.321107 0.004 -0.004 0.016
H 4.753650 -8.137376 1.601088 -0.003 0.006 0.010
C 1.157366 -3.127649 9.351394 0.050 0.049 -0.035
C 0.949696 -1.689457 8.885953 -0.020 -0.036 0.072
C -0.473682 -1.401316 8.411488 -0.007 0.025 -0.018
C -0.925814 -2.222343 7.202622 -0.003 -0.023 0.009
C -0.042021 -2.078642 5.964782 -0.054 0.087 -0.023
C 0.010133 -0.658929 5.408542 0.051 -0.066 -0.016
H 0.984542 -3.841524 8.544805 -0.011 -0.007 0.001
H 2.176995 -3.279327 9.708203 -0.003 -0.010 0.014
H 0.477215 -3.373015 10.169871 -0.021 -0.018 -0.013
H 1.664709 -1.454996 8.092863 -0.011 0.015 -0.014
H 1.181828 -1.012419 9.712292 0.019 0.012 -0.010
H -0.562128 -0.336012 8.182662 -0.005 -0.001 -0.013
H -1.167120 -1.588975 9.237570 0.009 -0.002 0.012
H -1.947687 -1.926416 6.945375 0.000 0.008 -0.012
H -0.981589 -3.279210 7.478676 0.004 0.003 0.013
H -0.426649 -2.745401 5.189321 0.009 -0.035 0.017
H 0.971878 -2.424183 6.181716 -0.003 -0.036 -0.009
H -0.987547 -0.305226 5.140538 -0.006 0.025 0.020
H 0.628748 -0.620214 4.510819 -0.007 0.005 -0.013
H 0.433529 0.042784 6.128809 -0.010 0.012 0.000
C -3.819107 6.496822 -1.260158 0.110 0.011 0.100
C -3.793146 7.190759 0.099924 -0.079 -0.111 -0.065
C -4.522663 8.532378 0.113540 0.021 0.031 0.034
C -3.932712 9.591126 -0.819893 -0.006 -0.021 -0.027
C -2.461194 9.917929 -0.569821 -0.016 0.069 0.036
C -2.191550 10.491756 0.818043 0.046 -0.044 -0.048
H -3.318117 7.094250 -2.023611 -0.011 -0.012 -0.023
H -3.311304 5.531813 -1.210133 -0.020 -0.013 -0.029
H -4.843917 6.315624 -1.589155 -0.007 0.027 -0.013
H -2.756072 7.320271 0.423579 -0.002 0.028 0.015
H -4.260729 6.533792 0.838167 0.013 0.008 0.024
H -4.539966 8.915829 1.137123 0.002 0.012 -0.002
H -5.568966 8.369476 -0.162389 -0.001 -0.017 -0.003
H -4.521495 10.508160 -0.719689 0.010 0.013 0.004
H -4.053281 9.271474 -1.858606 -0.008 -0.009 0.004
H -2.135464 10.640727 -1.322343 0.019 -0.015 -0.010
H -1.847333 9.025488 -0.721668 -0.008 -0.010 -0.019
H -2.766706 11.405951 0.978265 -0.022 -0.009 0.020
H -1.135804 10.736595 0.940925 -0.001 0.016 0.009
H -2.456426 9.785527 1.606209 -0.011 0.004 0.007